No. 1
{"formula": "C11H7N3OPdS6", "method": "ωB97M-V/def2-TZVPD", "e_above_lowest_kj_mol": 0.00, "e_homo_ev": [-7.4, -8.3], "multiplicity": 5, "e_lumo_ev": [-0.6, -2.9], "species": ["Pd", "N", "C", "S", "N", "N", "C", "C", "C", "C", "C", "C", "C", "O", "H", "H", "H", "H", "H", "H", "H", "S", "C", "S", "C", "C", "S", "S", "S"], "positions_angstrom": [[-1.8992, 11.4633, 13.5033], [-1.4179, 14.3206, 16.8585], [-1.6630, 13.5007, 15.8182], [-0.5966, 12.2590, 15.4300], [-2.8366, 13.8430, 15.1344], [-3.1773, 12.9730, 14.1348], [-4.2344, 13.4993, 13.4498], [-4.9054, 12.9031, 12.3638], [-6.0571, 13.5637, 11.8818], [-6.8057, 13.0627, 10.8287], [-6.4255, 11.8572, 10.2072], [-5.3108, 11.1671, 10.6465], [-4.5250, 11.6451, 11.7478], [-3.4898, 10.9445, 12.1326], [-0.5478, 14.2547, 17.3767], [-2.0201, 15.1410, 16.9833], [-4.5483, 14.4803, 13.8389], [-6.3575, 14.4958, 12.3705], [-7.7039, 13.6039, 10.4960], [-7.0397, 11.4729, 9.3739], [-4.9496, 10.2553, 10.1670], [1.8084, 5.4384, 12.0323], [0.9483, 6.7982, 12.3485], [-0.3493, 6.8712, 13.5000], [-0.7266, 8.5502, 13.3767], [0.0756, 9.2825, 12.4081], [-0.0403, 10.9252, 12.0660], [1.2584, 8.3342, 11.5810], [-1.9202, 9.1854, 14.3687]], "mulliken_charge": [0.008, -0.361, 0.624, -0.374, -0.753, 0.406, -0.336, 0.302, -0.690, -0.556, -0.299, -0.571, 0.792, -0.410, 0.227, 0.255, 0.347, 0.316, 0.361, 0.346, 0.417, -0.203, 0.121, -0.067, 0.270, 0.285, -0.256, -0.063, -0.138]}

***

No. 2
{"formula": "C18H45AlN10O5P2", "method": "ωB97M-V/def2-TZVPD", "e_homo_ev": [-10.0, -10.0], "total_charge": 1, "multiplicity": 2, "e_lumo_ev": [-2.5, -7.2], "species": ["Al", "N", "O", "O", "O", "O", "P", "N", "C", "C", "N", "C", "C", "N", "C", "C", "H", "H", "H", "H", "H", "H", "H", "H", "H", "H", "H", "H", "H", "H", "H", "H", "H", "H", "O", "P", "N", "C", "C", "N", "C", "C", "N", "C", "C", "H", "H", "H", "H", "H", "H", "H", "H", "H", "H", "H", "H", "H", "H", "H", "H", "H", "H", "C", "C", "N", "H", "H", "H", "C", "C", "N", "H", "H", "H", "C", "C", "N", "H", "H", "H"], "positions_angstrom": [[18.5288, 10.9549, 14.5562], [21.6370, 10.3629, 13.1251], [20.8025, 9.5159, 13.3520], [22.4936, 10.2090, 12.3033], [21.5142, 11.3651, 13.8598], [19.6756, 13.3203, 12.7210], [20.2799, 14.4652, 11.9642], [19.3849, 15.7440, 11.3223], [19.6757, 17.2284, 11.5019], [18.0429, 15.4736, 10.9369], [21.3930, 14.0075, 10.6405], [21.7651, 15.0048, 9.6391], [21.8694, 12.6283, 10.5190], [21.3883, 15.2932, 13.0208], [20.9466, 15.7098, 14.3593], [22.6936, 15.8478, 12.7070], [20.7447, 17.4220, 11.4132], [19.5133, 17.2718, 12.5789], [18.9254, 17.8455, 11.0076], [18.0630, 16.0815, 10.0324], [17.3618, 16.0020, 11.6040], [17.8157, 14.4263, 10.7377], [21.6647, 16.0278, 10.0017], [22.7413, 14.7914, 9.2036], [21.0576, 14.8909, 8.8178], [22.7329, 12.6562, 11.1836], [21.0937, 11.8949, 10.7390], [22.2162, 12.5545, 9.4882], [21.3059, 15.0099, 15.1138], [21.3061, 16.7172, 14.5691], [19.8839, 15.8784, 14.5335], [23.2404, 16.2016, 13.5810], [22.5001, 16.7800, 12.1762], [23.2410, 15.0515, 12.2027], [19.1868, 9.0545, 16.6573], [20.1950, 8.3983, 17.5238], [19.6361, 6.8353, 17.9971], [18.3998, 6.3194, 17.2766], [20.4023, 5.7320, 18.7928], [20.3176, 9.1316, 19.0587], [19.1281, 9.8722, 19.5613], [21.4676, 9.0323, 19.9030], [21.8040, 8.1314, 16.9093], [22.1178, 7.0016, 16.0098], [22.6987, 9.2689, 16.7044], [17.5794, 6.2697, 17.9925], [18.5539, 5.3735, 16.7574], [18.0834, 6.9209, 16.4244], [20.7582, 5.0237, 18.0446], [19.6181, 5.1541, 19.2821], [21.1016, 6.2157, 19.4747], [18.3362, 9.8854, 18.8124], [18.6344, 9.4267, 20.4249], [19.3909, 10.9180, 19.7207], [22.1436, 8.2168, 19.6462], [22.0713, 9.9106, 19.6744], [21.0929, 9.1434, 20.9206], [23.1235, 6.6115, 16.1664], [21.4453, 6.1502, 15.9054], [22.0533, 7.3554, 14.9809], [22.5247, 10.0471, 17.4475], [22.5456, 9.6808, 15.7069], [23.6874, 8.8102, 16.6913], [21.6328, 7.6286, 10.7152], [21.1959, 6.7598, 9.6506], [20.8250, 6.1520, 8.7481], [21.7087, 6.9385, 11.5554], [21.0193, 8.5193, 10.8508], [22.6621, 7.7253, 10.3697], [18.9118, 11.5664, 9.1757], [18.8238, 11.0911, 10.5698], [18.7067, 10.6974, 11.6754], [19.6017, 12.3947, 9.3370], [17.9608, 11.9506, 8.8067], [19.2222, 10.7386, 8.5381], [24.7585, 12.6759, 14.1787], [25.9414, 13.0830, 13.4517], [26.9176, 13.4556, 12.9120], [24.9996, 12.7074, 15.2413], [24.6357, 11.6672, 13.7842], [23.9076, 13.2941, 13.8925]], "mulliken_charge": [0.953, 1.038, -0.680, -0.695, -0.604, -0.640, -0.159, 0.514, -0.922, -1.099, 0.649, -0.797, -0.748, 0.606, -1.461, -1.229, 0.216, 0.363, 0.365, 0.433, 0.321, 0.296, 0.256, 0.453, 0.347, 0.336, -0.068, 0.490, 0.351, 0.539, 0.366, 0.479, 0.265, 0.383, -0.808, 0.460, 0.243, -1.020, -0.879, 0.246, -1.132, -1.090, 0.391, -1.014, -0.794, 0.300, 0.347, 0.259, 0.335, 0.370, 0.183, 0.299, 0.342, 0.388, 0.369, 0.299, 0.331, 0.359, 0.315, 0.272, 0.270, 0.053, 0.365, -0.223, 0.088, -0.395, 0.184, 0.040, 0.293, -0.482, 0.196, -0.261, -0.111, 0.353, 0.349, -0.193, 0.215, -0.447, 0.406, 0.085, -0.078]}

***

No. 3
{"formula": "C11H26Cl12NPS", "method": "ωB97M-V/def2-TZVPD", "e_homo_ev": -8.3, "e_lumo_ev": 0.5, "species": ["N", "C", "C", "P", "C", "C", "C", "S", "H", "H", "H", "H", "H", "H", "H", "H", "H", "H", "H", "H", "H", "H", "C", "Cl", "Cl", "H", "H", "C", "Cl", "Cl", "H", "H", "C", "Cl", "Cl", "H", "H", "C", "Cl", "Cl", "H", "H", "C", "Cl", "Cl", "H", "H", "C", "Cl", "Cl", "H", "H"], "positions_angstrom": [[2.8707, -0.8048, -1.0549], [2.7854, 0.4924, -1.7321], [1.3250, 0.9293, -1.8898], [0.5773, 1.2232, -0.2175], [-1.2657, 1.1020, -0.4747], [-1.8214, 0.9934, -1.8965], [-1.8408, -0.4250, -2.4605], [-3.1712, -1.4850, -1.7946], [3.1137, -0.7073, -0.0772], [3.5710, -1.3934, -1.4856], [3.3403, 1.2749, -1.2005], [3.2416, 0.4018, -2.7210], [0.7906, 0.1316, -2.4029], [1.2708, 1.8291, -2.5070], [0.6562, 2.6378, -0.2602], [-1.6651, 1.9993, 0.0026], [-1.6125, 0.2685, 0.1421], [-2.8465, 1.3742, -1.9236], [-1.2355, 1.6247, -2.5710], [-0.8822, -0.9239, -2.3144], [-2.0338, -0.3964, -3.5338], [-3.1219, -1.0108, -0.5420], [-1.8770, 0.8585, 4.1596], [-0.6051, 1.2423, 2.9966], [-3.3866, 0.3710, 3.3692], [-1.5319, 0.0348, 4.7702], [-2.0809, 1.7385, 4.7577], [2.8692, 4.2664, 2.6535], [2.8272, 2.5432, 2.2795], [2.0872, 5.2443, 1.4007], [2.3372, 4.4254, 3.5836], [3.9037, 4.5788, 2.7270], [0.0928, -2.9368, -4.7468], [0.7261, -1.2821, -4.7670], [-1.6548, -2.9952, -4.9891], [0.5695, -3.4859, -5.5493], [0.3160, -3.3676, -3.7779], [4.8921, -1.9958, 2.5622], [3.6285, -0.7745, 2.7474], [6.3367, -1.3565, 1.7658], [5.1738, -2.3451, 3.5478], [4.4995, -2.8002, 1.9521], [-5.3159, -1.2572, -5.4235], [-5.0447, -2.9256, -5.9449], [-4.1648, -0.1271, -6.1462], [-6.3143, -0.9671, -5.7260], [-5.1968, -1.2193, -4.3473], [-1.0070, -0.9170, 7.9625], [0.2539, -0.5287, 6.7823], [-2.5314, -1.3637, 7.1860], [-0.6663, -1.7547, 8.5582], [-1.1816, -0.0385, 8.5712]], "mulliken_charge": [-0.480, -0.649, 0.158, 0.038, -0.606, -0.890, -0.318, -0.143, 0.088, 0.240, 0.316, 0.452, -0.588, 0.430, -0.009, 0.453, 0.301, 0.444, 0.302, 0.166, 0.269, 0.052, -0.083, -0.070, -0.181, -0.041, 0.299, -0.382, -0.033, -0.162, 0.267, 0.297, -0.368, -0.129, -0.078, 0.352, 0.260, -0.359, -0.087, -0.159, 0.319, 0.281, -0.158, -0.153, -0.144, 0.320, 0.137, -0.247, -0.124, -0.138, 0.276, 0.261]}

***

No. 4
{"formula": "C2H4FN3", "method": "ωB97M-V/def2-TZVPD", "e_above_lowest_kj_mol": 260.71, "e_homo_ev": -9.2, "e_lumo_ev": 1.0, "species": ["C", "C", "N", "N", "N", "F", "H", "H", "H", "H"], "positions_angstrom": [[0.7496, 0.5183, 0.0751], [-1.0818, 0.5460, -0.4637], [-1.2204, -0.9676, -0.3649], [-0.2770, -1.6121, 0.1062], [0.7581, -0.8870, 0.5039], [-1.7216, 1.1365, 0.4985], [1.4192, 0.6471, -0.8274], [0.9628, 1.0608, 0.9110], [-1.1030, 0.9818, -1.4235], [1.5142, -1.4239, 0.9849]], "mulliken_charge": [-0.612, 0.173, -0.304, -0.273, 0.082, -0.245, 0.243, 0.319, 0.365, 0.253]}

***

- Number 1 is which compound?
  C11H7N3OPdS6

***

- What is the formula in the fourth record?
  C2H4FN3

***

- What is the formula in the fourth record?
  C2H4FN3